(1)
104
Properties=species:S:1:pos:R:3:mulliken_charge:R:1 method="wB97M-V/def2-TZVPD" relative_energy_kcal_mol=0.00 total_charge=-1 homo_energy_ev=-3.991 orbital_gap_ev=5.215
Mg 0.483 1.429 -0.479 2.213
C -1.095 -0.563 2.477 -0.926
N -1.635 0.776 2.271 1.192
C -2.979 0.868 2.814 -1.327
C -0.766 1.815 2.765 0.142
C -0.453 1.850 4.121 -0.318
C 0.401 2.797 4.655 -0.905
C 1.014 3.692 3.787 -1.257
C 0.697 3.686 2.445 0.562
C -0.251 2.800 1.887 -1.378
N -0.596 2.865 0.530 0.688
C -0.726 4.114 -0.042 0.208
C -0.962 5.297 0.698 -0.799
C -0.944 6.554 0.123 -0.651
C -0.695 6.697 -1.233 -0.959
C -0.623 5.550 -2.010 -0.665
C -0.707 4.282 -1.455 -0.038
N -0.913 3.117 -2.281 0.995
C -0.297 3.159 -3.599 -1.168
C -2.356 2.958 -2.446 -1.522
H -1.135 -0.884 3.531 0.379
H -1.675 -1.279 1.885 0.339
H -0.055 -0.585 2.157 -0.017
H -3.023 0.701 3.901 0.395
H -3.393 1.857 2.607 0.319
H -3.613 0.118 2.331 0.412
H -0.884 1.106 4.783 0.262
H 0.611 2.803 5.716 0.490
H 1.753 4.391 4.163 0.388
H 1.208 4.368 1.780 0.599
H -1.159 5.212 1.757 0.471
H -1.123 7.428 0.739 0.368
H -0.608 7.676 -1.688 0.381
H -0.512 5.658 -3.082 0.309
H -0.780 3.885 -4.271 0.425
H 0.760 3.396 -3.507 0.296
H -0.402 2.171 -4.060 0.118
H -2.789 3.811 -2.992 0.498
H -2.569 2.049 -3.016 0.480
H -2.843 2.899 -1.477 0.322
C -4.025 -0.835 -3.424 -1.476
N -3.198 -0.279 -2.377 1.430
C -1.860 -0.201 -2.284 -0.893
N -1.526 0.431 -1.181 0.371
C -2.724 0.736 -0.619 -2.007
N -3.762 0.312 -1.304 -1.048
C -4.458 -2.259 -3.151 1.026
C -5.770 -2.668 -3.346 -0.881
C -6.128 -3.992 -3.118 -0.627
C -5.191 -4.918 -2.699 -1.006
C -3.875 -4.510 -2.494 0.038
C -3.521 -3.182 -2.721 -0.154
C -2.846 -5.433 -2.048 0.616
N -2.910 -6.695 -1.767 -0.541
N -1.650 -7.086 -1.395 -0.542
C -0.890 -6.040 -1.474 0.536
O -1.590 -4.957 -1.883 -0.225
C 0.526 -5.880 -1.195 -0.044
C 1.272 -6.920 -0.651 -0.948
C 2.614 -6.716 -0.376 -0.584
C 3.208 -5.492 -0.640 -0.892
C 2.472 -4.448 -1.197 0.798
C 3.180 -3.145 -1.486 -0.990
N 2.325 -2.058 -1.903 1.161
C 1.437 -1.385 -1.161 -1.233
N 1.059 -0.295 -1.797 0.825
C 1.790 -0.332 -2.945 -0.822
N 2.559 -1.386 -3.053 -1.233
C 1.132 -4.652 -1.471 -0.034
H -3.462 -0.792 -4.358 0.332
H -4.893 -0.185 -3.520 0.435
H -1.184 -0.592 -3.027 0.541
H -2.792 1.303 0.289 1.100
H -6.516 -1.954 -3.671 0.416
H -7.155 -4.300 -3.267 0.395
H -5.457 -5.952 -2.526 0.518
H -2.498 -2.874 -2.552 0.722
H 0.791 -7.867 -0.446 0.514
H 3.203 -7.513 0.058 0.392
H 4.254 -5.331 -0.407 0.476
H 3.905 -3.283 -2.287 0.439
H 3.713 -2.808 -0.595 0.391
H 1.046 -1.732 -0.221 0.767
H 1.731 0.431 -3.703 0.487
H 0.540 -3.855 -1.899 0.766
O 3.390 -0.637 0.554 -0.695
C 2.844 0.282 1.180 -0.403
O 1.721 0.819 0.981 0.037
C 3.657 0.793 2.360 0.070
C 3.102 0.806 3.630 0.146
C 3.917 1.070 4.727 -0.415
C 5.256 1.376 4.579 -0.410
C 5.780 1.385 3.299 -0.465
C 5.004 1.075 2.192 -0.295
N 7.201 1.670 3.127 1.044
O 7.648 1.683 1.998 -0.622
O 7.865 1.886 4.126 -0.638
N 3.371 0.977 6.073 1.083
O 4.062 1.362 7.000 -0.658
O 2.261 0.502 6.206 -0.584
H 2.048 0.607 3.771 0.587
H 5.876 1.581 5.437 0.624
H 5.456 1.049 1.211 0.637
Br 2.299 2.777 -1.446 -0.670

=====

(2)
105
Properties=species:S:1:pos:R:3:mulliken_charge:R:1 method="wB97M-V/def2-TZVPD" multiplicity=2 relative_energy_kcal_mol=15.21 total_charge=-2 homo_energy_ev="-2.515 / -2.532" orbital_gap_ev="6.320 / 5.446" s2=0.794
Ca -0.981 0.671 -0.798 2.112
C -0.958 1.626 -4.747 -0.999
C -0.645 0.184 -4.515 0.401
C -0.745 -0.885 -5.425 -1.919
C -0.366 -1.987 -4.697 -0.129
N -0.057 -1.586 -3.447 0.858
N -0.249 -0.251 -3.326 -0.037
B 0.477 -2.509 -2.323 -0.108
N 1.637 -1.852 -1.535 1.117
C 2.819 -2.422 -1.220 -0.212
C 3.524 -1.538 -0.439 -1.730
C 2.674 -0.425 -0.307 0.340
C 2.932 0.776 0.537 -0.650
N 1.540 -0.621 -0.975 0.132
N -0.660 -2.918 -1.376 0.887
C -0.818 -4.010 -0.607 -0.015
C -1.984 -3.866 0.108 -1.729
C -2.492 -2.616 -0.288 0.787
C -3.785 -1.990 0.122 -1.484
N -1.671 -2.037 -1.157 0.098
N 1.094 -3.735 -3.056 0.824
C 2.094 -3.645 -3.956 -0.389
C 2.339 -4.904 -4.455 -1.404
C 1.414 -5.725 -3.783 0.756
C 1.200 -7.200 -3.913 -1.361
N 0.670 -5.014 -2.950 -1.343
H -0.363 2.024 -5.571 0.432
H -0.751 2.216 -3.855 -0.040
H -2.010 1.760 -5.012 0.294
H -1.044 -0.851 -6.459 0.431
H -0.279 -3.022 -4.984 0.440
H 3.069 -3.409 -1.570 0.396
H 4.501 -1.670 -0.007 0.437
H 3.988 0.804 0.816 0.404
H 2.343 0.742 1.456 -0.122
H 2.665 1.695 0.019 -0.131
H -0.112 -4.819 -0.652 0.538
H -2.417 -4.560 0.809 0.406
H -4.622 -2.489 -0.378 0.355
H -3.804 -0.930 -0.116 0.146
H -3.938 -2.082 1.198 0.303
H 2.544 -2.691 -4.178 0.585
H 3.069 -5.187 -5.195 0.393
H 1.888 -7.631 -4.640 0.365
H 0.182 -7.421 -4.239 0.278
H 1.356 -7.706 -2.959 0.279
N -3.176 0.325 -2.365 -0.049
C -4.292 1.268 -2.412 -0.712
C -3.818 2.710 -2.582 -0.532
C -2.907 3.183 -1.439 0.190
O -3.324 4.040 -0.663 -0.807
O -1.773 2.595 -1.390 -0.257
H -2.606 0.396 -3.200 -0.186
H -3.484 -0.639 -2.320 0.218
H -4.844 1.178 -1.471 0.359
H -4.998 1.036 -3.226 0.421
H -4.694 3.360 -2.625 0.377
H -3.279 2.799 -3.529 0.073
S 1.319 2.685 -2.085 -0.242
C 1.067 4.115 -1.240 0.511
C 1.292 5.351 -1.913 -0.909
C 1.176 6.571 -1.305 0.653
C 1.438 7.762 -2.058 -0.178
N 1.661 8.708 -2.675 -0.630
C 0.799 6.636 0.070 0.448
C 0.550 5.473 0.748 -0.875
C 0.643 4.184 0.147 0.040
S 0.246 2.855 1.094 0.186
C 0.683 7.894 0.746 -0.136
N 0.600 8.906 1.288 -0.630
H 1.568 5.297 -2.957 0.469
H 0.247 5.512 1.785 0.498
C 4.755 1.187 4.198 -0.929
O 3.547 1.905 4.295 -0.441
C 2.516 1.317 4.976 0.607
C 1.257 1.885 4.769 -0.205
C 0.145 1.336 5.367 -0.036
C 0.268 0.205 6.176 -0.058
C 1.528 -0.296 6.449 -0.412
C 2.660 0.236 5.836 -0.578
N -0.850 -0.430 6.833 -0.622
N -1.903 -0.721 6.228 -0.555
C -2.051 -0.575 4.823 -0.156
C -3.183 0.096 4.404 -0.349
C -3.366 0.518 3.089 -1.239
C -2.379 0.274 2.114 -0.680
O -2.427 0.680 0.920 -0.337
C -1.247 -0.560 2.526 0.142
N -0.357 -0.860 1.550 1.697
C 0.612 -1.698 1.829 0.116
C 0.771 -2.295 3.094 -1.788
C -0.082 -1.951 4.100 -0.273
C -1.116 -1.024 3.846 0.504
H 5.378 1.733 3.493 0.264
H 4.582 0.175 3.820 0.352
H 5.270 1.129 5.163 0.356
H 1.162 2.725 4.091 0.442
H -0.831 1.755 5.153 0.392
H 1.617 -1.144 7.119 0.397
H 3.627 -0.204 6.031 0.358
H -3.916 0.350 5.163 0.347
H -4.237 1.089 2.796 0.444
H 1.299 -1.937 1.028 -0.067
H 1.571 -3.007 3.254 0.482
H 0.019 -2.382 5.088 0.536

=====

(3)
100
Properties=species:S:1:pos:R:3:mulliken_charge:R:1 method="wB97M-V/def2-TZVPD" relative_energy_kcal_mol=0.00 total_charge=-1 homo_energy_ev="-2.727 / -2.735" orbital_gap_ev="4.240 / 4.248"
Tl 1.372 -1.105 -0.360 1.682
C -1.894 5.115 -2.888 -1.753
C -1.241 4.027 -2.075 0.522
C -1.761 3.656 -0.837 -0.546
C -1.163 2.669 -0.030 1.211
C -1.688 2.217 1.190 -1.238
N -3.012 2.375 1.582 -0.080
C -4.061 1.952 0.650 -1.110
C -4.279 0.440 0.620 -0.966
C -3.075 -0.372 0.136 0.195
N -3.282 -1.782 0.412 0.359
C -3.461 -2.741 -0.546 -1.438
C -2.763 -2.853 -1.770 1.312
C -3.363 -3.598 -2.801 -0.892
C -2.756 -3.839 -4.029 0.610
C -3.443 -4.670 -5.082 -1.699
C -1.499 -3.315 -4.232 -0.868
C -0.812 -2.572 -3.240 0.127
C 0.549 -2.230 -3.595 -0.287
N 1.444 -1.573 -2.960 0.207
C 2.770 -1.568 -3.569 -0.693
C 3.103 -0.360 -4.448 -0.874
C 3.345 0.945 -3.694 0.225
N 2.109 1.649 -3.431 -0.572
C 1.774 1.771 -2.213 0.376
C 0.561 2.428 -1.742 -0.011
C -0.092 3.395 -2.522 -0.716
C 0.054 2.027 -0.490 -0.501
O 0.604 1.105 0.235 -1.215
C -1.411 -2.324 -1.973 0.010
O -0.813 -1.746 -1.000 -0.349
H -2.936 5.252 -2.595 0.378
H -1.874 4.878 -3.953 0.357
H -1.388 6.076 -2.758 0.294
H -2.647 4.160 -0.464 0.570
H -1.047 1.654 1.852 0.250
H -3.161 1.958 2.491 0.442
H -3.803 2.307 -0.347 0.438
H -4.995 2.446 0.935 0.389
H -5.140 0.221 -0.022 0.316
H -4.546 0.102 1.628 0.399
H -2.159 -0.022 0.609 -0.571
H -2.926 -0.256 -0.937 0.438
H -3.670 -1.963 1.324 0.356
H -4.247 -3.466 -0.350 0.257
H -4.360 -3.991 -2.621 0.366
H -4.528 -4.609 -4.985 0.353
H -3.166 -5.725 -5.008 0.287
H -3.179 -4.332 -6.086 0.380
H -0.998 -3.481 -5.182 0.371
H 0.840 -2.660 -4.567 0.233
H 2.904 -2.477 -4.170 0.518
H 3.509 -1.620 -2.757 -0.091
H 2.301 -0.205 -5.175 0.261
H 4.007 -0.616 -5.009 0.481
H 3.990 1.593 -4.296 0.488
H 3.892 0.722 -2.761 -0.331
H 2.416 1.360 -1.419 0.267
H 0.335 3.640 -3.488 0.480
Cl 5.287 2.111 -0.481 -0.073
C 5.346 0.416 -0.212 0.265
C 4.633 -0.121 0.866 0.041
C 4.706 -1.498 1.101 0.660
Cl 3.819 -2.164 2.410 -0.150
C 5.438 -2.327 0.259 0.096
Cl 5.488 -4.020 0.543 -0.192
C 6.115 -1.780 -0.830 0.206
Cl 7.002 -2.804 -1.889 -0.186
C 6.075 -0.406 -1.063 0.202
Cl 6.914 0.264 -2.404 -0.139
F -2.127 4.079 4.698 -0.222
C -0.939 4.125 5.322 0.880
F -0.638 5.435 5.473 -0.289
F -1.125 3.630 6.561 -0.311
C 0.128 3.396 4.562 0.604
C 0.358 3.753 3.237 -0.825
C 1.325 3.092 2.506 -0.321
C 2.066 2.068 3.101 0.513
C 1.835 1.721 4.431 -0.399
C 0.863 2.384 5.162 -0.850
C 3.022 1.345 2.324 -0.209
C 3.787 0.703 1.655 -1.162
H -0.244 4.519 2.766 0.294
H 1.479 3.324 1.462 0.425
H 2.413 0.925 4.882 0.507
H 0.673 2.112 6.191 0.487
O -2.183 -0.719 3.331 -0.814
S -0.746 -0.940 2.962 1.020
C 0.040 -1.515 4.492 -0.723
C -0.700 -2.805 4.834 -0.720
C -0.916 -3.577 3.512 -0.708
C -0.614 -2.631 2.341 0.132
H -0.053 -0.730 5.241 0.479
H 1.097 -1.675 4.263 0.167
H -1.663 -2.540 5.268 0.220
H -0.151 -3.393 5.570 0.415
H -1.938 -3.948 3.451 0.263
H -0.256 -4.443 3.452 0.355
H -1.271 -2.709 1.475 -0.480
H 0.415 -2.730 1.987 0.135

=====

(4)
96
Properties=species:S:1:pos:R:3:mulliken_charge:R:1 method="wB97M-V/def2-TZVPD" relative_energy_kcal_mol=0.00 homo_energy_ev=-7.332 orbital_gap_ev=7.006
Bi 15.759 12.164 11.237 1.777
O 17.787 8.381 11.091 -0.726
C 17.493 9.522 11.433 -0.158
N 17.235 10.581 10.655 0.400
C 17.513 10.552 9.270 -0.018
C 18.492 9.775 8.713 -0.650
C 18.781 9.835 7.363 -0.750
C 18.005 10.639 6.541 -0.627
C 17.040 11.464 7.061 -1.271
C 16.814 11.477 8.464 0.564
N 15.835 12.268 9.036 0.480
C 15.073 13.170 8.411 -0.088
O 15.214 13.676 7.309 -0.752
C 13.721 13.442 9.106 0.774
C 12.773 14.240 8.449 -0.732
C 11.504 14.349 8.963 -0.682
C 11.254 13.702 10.181 -1.275
C 12.271 12.968 10.781 -0.285
N 13.486 12.831 10.263 0.574
C 17.530 9.810 12.926 0.712
C 17.857 8.728 13.772 -0.735
C 17.881 8.947 15.132 -0.503
C 17.491 10.183 15.616 -0.624
C 17.229 11.218 14.709 -0.774
N 17.226 11.022 13.406 0.413
H 19.061 9.079 9.333 0.426
H 19.515 9.195 6.887 0.387
H 18.240 10.662 5.480 0.389
H 16.559 12.181 6.453 0.587
H 13.088 14.656 7.491 0.543
H 10.728 14.870 8.427 0.443
H 10.293 13.762 10.638 0.581
H 12.104 12.446 11.713 0.289
H 18.158 7.816 13.261 0.542
H 18.117 8.163 15.841 0.422
H 17.449 10.352 16.672 0.481
H 16.941 12.203 15.024 0.484
C 8.886 7.874 13.130 -1.775
C 9.265 8.307 11.707 1.807
C 8.239 9.287 11.180 -1.719
C 9.297 7.077 10.815 -2.065
C 10.656 8.958 11.732 -0.202
C 11.569 8.849 10.706 0.256
C 12.821 9.444 10.801 0.251
Br 13.997 9.221 9.317 -0.124
C 13.223 10.157 11.909 0.714
O 14.503 10.615 12.043 -0.687
C 12.276 10.324 12.964 -1.234
C 11.039 9.722 12.834 -0.442
C 12.653 11.092 14.269 2.879
C 12.913 12.587 13.996 -1.288
C 11.556 11.058 15.315 -2.401
C 13.893 10.501 14.940 -1.533
H 7.997 7.256 13.068 0.454
H 8.723 8.708 13.787 0.424
H 9.680 7.258 13.609 0.353
H 7.216 8.961 11.328 0.425
H 8.406 9.391 10.127 0.405
H 8.399 10.243 11.660 0.327
H 8.330 6.594 10.856 0.487
H 10.045 6.352 11.158 0.383
H 9.445 7.320 9.770 0.376
H 11.301 8.309 9.816 0.310
H 10.316 9.802 13.636 0.280
H 11.988 13.094 13.617 0.384
H 13.685 12.728 13.255 -0.445
H 13.225 13.113 14.911 0.745
H 10.614 11.545 15.056 0.340
H 11.967 11.558 16.208 0.479
H 11.331 9.997 15.546 0.466
H 14.720 10.313 14.272 -0.059
H 13.621 9.531 15.384 0.441
H 14.234 11.150 15.801 0.396
C 14.878 16.126 13.678 -0.892
C 14.514 15.382 12.590 -0.193
N 15.308 15.252 11.510 -0.121
C 16.469 15.877 11.478 -0.195
C 16.913 16.636 12.543 0.446
C 16.071 16.793 13.623 -0.477
C 18.190 17.374 12.440 -0.921
C 19.411 16.935 12.175 -0.570
C 19.966 15.593 11.957 0.860
C 21.107 15.441 11.208 -0.696
C 21.584 14.128 11.035 -0.102
N 21.019 13.087 11.564 -0.555
C 19.908 13.335 12.265 -0.197
N 19.331 14.506 12.464 -0.370
H 14.239 16.177 14.549 0.467
H 13.576 14.820 12.611 0.469
H 17.096 15.740 10.616 0.570
H 16.392 17.370 14.472 0.475
H 18.107 18.424 12.642 0.442
H 20.205 17.647 12.052 0.331
H 21.579 16.289 10.720 0.371
H 22.525 13.968 10.483 0.403
H 19.408 12.533 12.753 0.434